[1]
The following is a quantum chemistry calculation of C7H15N as an isolated structure in a non-equilibrium geometry, from the OMol25 dataset.

Structure (XYZ):
```
23
Properties=species:S:1:pos:R:3:forces:R:3:lowdin_charge:R:1
C -0.332426 1.423454 0.366871 1.1 1.5 -2.4 -0.1995
C -1.837527 1.286907 0.273599 0.0 0.0 -0.1 -0.1590
C 0.488875 1.466979 -1.338752 -3.1 -0.6 3.0 -0.1605
C 1.710334 1.182911 -1.533670 2.5 -2.3 1.6 -0.0987
H 0.086669 1.026933 1.287524 0.3 -0.5 -0.4 0.0586
H -0.062277 2.477884 0.449624 -0.3 0.2 0.2 0.0718
H -0.384085 1.724252 -1.913759 0.1 0.6 -0.5 0.0585
H -2.163829 0.247684 0.298167 -0.1 -0.1 0.0 0.0374
H -2.221997 1.720997 -0.657126 0.1 0.0 0.1 0.0669
H -2.342221 1.809974 1.092477 0.0 -0.1 0.0 0.0707
H 2.360855 1.208554 -2.388567 -0.3 0.3 -0.5 0.0250
H 2.095589 0.135732 -0.588650 -0.4 1.9 -1.6 0.0761
C -0.080029 -1.459215 1.640504 0.0 0.2 0.1 -0.0476
C -0.175697 -1.612564 -0.904928 -0.1 0.4 -0.2 -0.0364
C 0.552437 -1.147040 0.317185 2.0 -1.0 0.1 -0.4416
N 1.830667 -0.869463 0.210448 -1.4 -0.6 0.3 0.0881
H 2.304695 -0.716325 1.095976 -0.2 0.1 0.2 0.0929
H -0.074283 -2.543784 1.788321 0.0 0.1 -0.1 0.0933
H -1.121495 -1.141232 1.666843 0.0 0.0 0.0 0.0741
H 0.459819 -1.001904 2.469919 0.0 0.0 0.0 0.0835
H -0.268791 -2.703338 -0.871395 0.0 0.1 0.1 0.0938
H 0.352668 -1.326847 -1.809861 0.1 0.0 0.0 0.0805
H -1.177950 -1.190548 -0.950749 -0.1 -0.1 0.0 0.0721
```
Positions in Å, forces in eV/Å.

Energy relative to the best compared isomer or geometry (same formula, charge and spin) (kcal/mol): 111.94
HOMO-LUMO gap (Eh): 0.3033
E_LUMO (eV): 0.8
E_tot (eV): -8987.6355
HOMO energy (eV): -7.49

***

[2]
The following is a quantum chemistry calculation of an isolated ion of composition C3H8NS2 and charge +1 in a non-equilibrium geometry, from the OMol25 dataset.

Structure (XYZ):
```
14
Properties=species:S:1:pos:R:3:forces:R:3:lowdin_charge:R:1
C 0.183249 0.321704 -0.917451 0.3 1.4 1.1 -0.8680
C -0.970922 0.512459 1.257805 1.1 -2.1 0.5 0.0177
C 0.264348 -1.512295 0.648532 -0.8 -1.6 -1.7 -0.0460
N -0.156086 -0.225494 0.234610 -1.0 1.6 -1.6 -0.2668
S 1.721779 -0.155680 -1.575483 -0.3 -0.6 0.6 0.9450
S -0.641679 1.823494 -1.485778 -1.2 -1.9 1.4 0.9234
H -2.013848 0.165360 1.406791 0.9 0.0 -0.1 0.1337
H -0.887473 1.452895 0.882110 -0.7 3.0 -0.5 -0.0025
H -0.306772 0.517956 2.155287 -1.0 -0.4 -0.3 0.1331
H 0.730798 -1.377219 1.540005 1.5 0.1 2.8 0.0726
H 0.970068 -2.018719 -0.033179 -0.8 0.2 0.2 0.0877
H -0.676835 -2.041741 0.841019 0.5 -0.5 -0.2 0.1299
H 1.448459 0.281805 -2.766709 -0.1 0.4 -1.2 -0.1155
H 0.334915 2.255475 -2.187561 1.6 0.5 -1.0 -0.1446
```
Positions in Å, forces in eV/Å.

Energy relative to the best compared isomer or geometry (same formula, charge and spin) (kcal/mol): 21.22
Total charge: +1
HOMO-LUMO gap (Eh): 0.3654
E_LUMO (eV): -4.7
E_tot (eV): -26393.3702
HOMO energy (eV): -14.64

***

[3]
The following is a quantum chemistry calculation of C28H72CoN4O28P4S as an isolated structure in a non-equilibrium geometry, from the OMol25 dataset.

Structure (XYZ):
```
138
Properties=species:S:1:pos:R:3:forces:R:3:lowdin_charge:R:1
Co -0.159757 -0.788900 -0.050207 0.3 1.1 0.4 0.6418
S -0.636627 -3.292600 0.171843 -2.2 -1.3 -0.5 0.1671
O -0.081087 -4.326140 0.963913 1.3 -1.9 1.3 -0.3037
O 0.361933 -2.595430 -0.638267 2.9 0.5 -2.3 -0.3897
O -1.707837 -3.758720 -0.693577 -0.6 -0.3 -0.4 -0.3342
O -1.103707 -2.190030 1.026393 -1.5 1.6 1.9 -0.3677
C 0.799013 3.771730 2.986523 1.1 -0.2 -0.3 -0.0498
C -0.532187 3.100220 3.224583 1.1 0.7 1.7 -0.2910
O -1.423617 3.264510 2.172023 -1.0 -1.4 -2.5 -0.1652
P -1.955017 1.959850 1.357393 -1.7 0.8 0.5 0.5467
O -0.989707 0.908380 0.966703 -0.6 1.2 0.5 -0.2210
O -3.126347 1.387760 2.311643 1.2 -0.3 -1.9 -0.1805
C -3.838677 2.239900 3.200983 0.5 0.6 1.2 -0.2650
C -5.020707 1.488420 3.782223 -0.3 -0.1 -0.1 -0.0467
O -2.790767 2.668460 0.171323 0.8 -1.7 2.3 -0.1643
C -2.152647 3.118610 -0.994137 0.0 1.0 -1.6 -0.2880
C -1.701497 4.569890 -0.823717 0.1 -0.8 -0.4 -0.0578
H 1.532403 3.305550 3.644483 -0.1 0.1 0.2 0.0457
H 1.206383 3.576220 1.994593 -0.3 0.0 -0.2 0.0715
H 0.866263 4.846340 3.156193 -0.5 0.0 0.0 0.0845
H -0.369627 2.062810 3.516883 -0.2 -0.1 -0.2 0.0957
H -0.993327 3.614930 4.067513 -0.1 -0.3 0.3 0.1275
H -3.100427 2.456520 3.973103 -0.3 0.1 0.5 0.0928
H -4.040077 3.211560 2.749963 -0.5 -0.2 -0.3 0.1223
H -4.683047 0.533120 4.184073 0.0 -0.1 -0.2 0.0744
H -5.517577 1.981990 4.617453 0.4 0.5 0.0 0.0800
H -5.826927 1.324230 3.067273 0.2 -0.2 -0.3 0.0764
H -1.346457 2.499950 -1.388367 0.1 -0.4 0.6 0.0983
H -2.949257 3.024660 -1.732177 0.1 0.3 -0.2 0.1109
H -1.541477 4.984160 -1.819147 -0.3 0.3 0.0 0.0746
H -2.494407 5.074270 -0.271447 0.3 0.4 -0.1 0.0850
H -0.729837 4.632020 -0.333697 -0.2 0.0 0.4 0.0593
C 0.029843 1.076810 -4.743447 -0.7 0.0 -0.6 -0.0584
C 1.166793 0.060720 -4.511877 -2.3 0.4 -0.2 -0.2436
O 2.174953 0.724160 -3.779137 1.7 -0.2 2.0 -0.1794
P 2.487303 0.203680 -2.273477 0.5 -0.5 -1.0 0.5332
O 1.309613 -0.012780 -1.407227 1.2 0.7 -0.4 -0.2114
O 3.539743 1.292870 -1.704057 -1.5 -0.7 -0.9 -0.2005
C 4.716923 1.640400 -2.468697 0.5 0.6 0.8 -0.2296
C 5.412533 2.720560 -1.611807 -0.3 -0.4 -1.1 -0.0411
O 3.363253 -1.144010 -2.540277 -1.0 1.8 -0.7 -0.1794
C 3.688763 -1.976680 -1.432357 1.2 -0.3 0.4 -0.2563
C 5.129983 -2.520550 -1.621367 -0.8 0.3 0.1 -0.0420
H -0.747127 0.729710 -5.424577 0.1 -0.8 -0.1 0.0728
H -0.540737 1.352870 -3.856697 0.5 -0.1 0.4 0.0562
H 0.295623 2.007450 -5.244817 0.8 0.0 0.3 0.0723
H 0.788683 -0.766050 -3.910547 -0.2 -0.1 -0.1 0.0931
H 1.506973 -0.369770 -5.453707 0.5 0.3 0.1 0.1275
H 5.276183 0.713750 -2.597747 0.3 0.2 0.1 0.1109
H 4.523263 2.053750 -3.458507 -0.6 -0.2 0.0 0.1116
H 5.413623 2.362740 -0.582217 0.5 0.4 -0.1 0.0624
H 6.378853 2.977200 -2.045927 0.4 -0.5 0.4 0.0823
H 4.901553 3.678790 -1.705617 -0.5 -0.2 0.4 0.0599
H 3.689823 -1.331450 -0.553847 -0.2 -0.3 0.4 0.0985
H 2.935783 -2.760300 -1.348327 0.0 0.1 0.2 0.1055
H 5.815373 -1.675240 -1.682887 0.0 0.0 -0.2 0.0662
H 5.452553 -3.104310 -0.759237 -0.2 -0.1 0.1 0.0728
H 5.222883 -3.156890 -2.501447 -0.1 0.2 -0.1 0.0765
C 2.019533 1.497060 5.835353 -0.1 0.7 -0.9 -0.0637
C 2.097163 0.129340 5.296063 0.5 -1.4 1.1 -0.2940
O 1.390753 -0.059660 4.067733 0.2 -0.1 -1.7 -0.1777
P 2.127403 -0.126880 2.618723 -0.7 0.0 1.7 0.5637
O 1.191473 -0.550930 1.534853 2.1 0.5 1.7 -0.2257
O 2.681983 1.369780 2.550943 -0.8 -2.4 0.8 -0.1888
C 3.581553 1.799800 1.579693 1.0 1.9 -0.8 -0.2778
C 4.512333 2.796970 2.305343 0.2 0.2 -0.9 -0.0409
O 3.455293 -0.994720 2.967233 -0.8 1.5 -1.4 -0.1898
C 3.381933 -2.380380 3.276313 -0.2 -1.5 -0.1 -0.2435
C 2.864273 -3.236950 2.089583 -0.2 1.0 0.8 -0.0354
H 2.566593 1.555100 6.776343 -0.4 0.0 0.1 0.0952
H 2.508423 2.157150 5.118863 -0.2 0.4 0.2 0.0635
H 0.941453 1.646930 5.893573 0.1 0.9 0.5 0.0801
H 3.135733 -0.200880 5.275153 0.0 -0.3 -0.5 0.1192
H 1.572413 -0.476260 6.034963 0.0 -0.6 -0.2 0.1214
H 4.129163 1.036690 1.026623 0.0 -0.5 0.5 0.1082
H 2.963083 2.274750 0.818093 0.3 0.4 -0.2 0.1081
H 5.289183 3.222210 1.669903 0.0 -0.3 -0.5 0.0627
H 3.969743 3.694570 2.602023 -0.3 -0.3 0.4 0.0747
H 5.063033 2.346450 3.131083 -0.4 -0.1 0.2 0.0826
H 4.378853 -2.715070 3.563073 0.3 0.4 -0.4 0.1161
H 2.851713 -2.479610 4.223483 -0.7 -0.2 -0.2 0.1125
H 3.469313 -2.977720 1.220773 0.2 -0.4 0.0 0.0630
H 2.869973 -4.300100 2.329963 0.3 0.1 -0.1 0.0903
H 1.840913 -2.980840 1.815263 0.0 -0.1 0.2 0.0433
C -5.592027 -1.533930 -0.143587 -0.6 0.3 0.5 -0.0622
C -4.133897 -1.293650 -0.290507 0.4 0.2 -0.1 -0.2547
O -3.793097 -1.471160 -1.691497 2.3 1.5 -1.3 -0.1835
P -2.597437 -0.540090 -2.393637 -2.4 -2.0 -0.7 0.5985
O -1.424397 -0.227270 -1.529627 -1.7 0.4 -1.4 -0.2427
O -2.274627 -1.382110 -3.738327 0.3 0.8 1.7 -0.1739
C -1.463087 -2.591360 -3.611957 -0.2 -1.1 0.0 -0.2653
C -1.121627 -3.030900 -4.998027 0.3 0.8 -0.5 -0.0742
O -3.410457 0.717880 -3.035737 3.3 -0.3 1.8 -0.2098
C -4.525537 0.587350 -3.878367 -0.8 -0.9 0.6 -0.2656
C -5.651367 1.410580 -3.242897 -0.8 -0.6 -1.4 -0.0526
H -5.828227 -2.593420 -0.044637 -0.3 0.1 -0.5 0.0782
H -5.933667 -1.039680 0.765863 0.1 -0.2 0.3 0.0806
H -6.110457 -0.976700 -0.923857 -0.2 -0.5 -0.3 0.0728
H -3.947167 -0.255920 -0.014177 0.4 0.0 0.2 0.1080
H -3.546657 -1.999100 0.297363 0.3 0.3 0.0 0.0936
H -0.544677 -2.475920 -3.036377 -0.2 0.6 0.3 0.0941
H -2.038957 -3.375160 -3.119907 -0.2 0.3 0.3 0.1115
H -0.453607 -3.892100 -5.011807 -0.6 -0.2 0.0 0.0556
H -2.033017 -3.125120 -5.588447 0.2 -0.3 -0.1 0.0872
H -0.502947 -2.242880 -5.427387 -0.1 0.1 -0.4 0.0661
H -4.260537 0.825920 -4.908397 0.0 0.5 0.1 0.1241
H -4.726247 -0.483870 -3.896047 -0.7 0.0 -0.1 0.1083
H -6.576257 1.059230 -3.700317 -0.2 -0.1 -0.1 0.0734
H -5.798647 1.242830 -2.175997 0.5 0.1 0.0 0.0747
H -5.633607 2.460930 -3.533647 0.4 0.1 0.5 0.0746
C -3.157447 -4.879430 1.897123 0.1 -0.5 0.5 0.0471
N -4.274017 -4.004030 2.335123 -3.4 0.8 -1.0 -0.3914
O -5.462707 -4.325590 2.058193 2.5 -0.6 0.3 0.0097
O -4.080357 -2.904090 2.812863 1.2 -0.4 0.3 0.0454
H -3.105717 -4.835460 0.809243 0.1 0.4 0.1 0.0887
H -3.381147 -5.908630 2.177863 -0.3 0.2 0.1 0.1019
H -2.228817 -4.571090 2.377403 -0.2 0.3 -0.3 0.0886
C 2.487243 4.835920 -3.340107 0.4 -1.0 0.5 0.0637
N 1.810263 4.159760 -2.176317 -0.9 -0.5 -0.5 -0.4236
O 1.001763 3.296250 -2.499697 0.4 0.6 0.4 0.0435
O 2.051543 4.486970 -1.039057 0.3 0.2 0.0 0.0687
H 2.708093 3.977780 -3.974877 -0.2 0.4 -0.4 0.0919
H 3.433243 5.260400 -3.003957 -0.4 0.4 0.0 0.0911
H 1.755633 5.516020 -3.776347 0.3 0.0 0.0 0.1061
C 1.148293 -5.065450 -2.743467 -0.2 -0.3 0.9 0.0548
N 2.098613 -4.713760 -3.838207 -0.9 1.4 -1.5 -0.3915
O 1.754293 -3.793830 -4.635147 0.9 -1.9 1.9 0.0102
O 3.117313 -5.359710 -3.945467 -0.2 0.4 0.1 0.0703
H 0.115083 -5.053840 -3.090497 0.3 -0.1 -0.3 0.0967
H 1.171893 -4.373330 -1.901747 0.3 0.7 -0.4 0.0706
H 1.448963 -6.009740 -2.289567 -0.1 -0.1 -0.6 0.1051
C -1.646457 -0.975820 3.944853 0.1 -0.3 -0.5 0.0415
N -1.528637 -0.376660 5.327513 0.0 1.0 -0.4 -0.3862
O -1.372747 -1.107810 6.286933 0.0 0.4 -0.7 0.0703
O -1.625987 0.864710 5.406183 0.1 -1.7 -0.1 0.0146
H -1.164257 -1.950370 3.868453 -0.1 0.1 0.6 0.1018
H -1.191697 -0.353940 3.173783 0.0 0.3 0.5 0.0576
H -2.699627 -1.088090 3.687303 0.0 0.1 0.3 0.0796
```
Positions in Å, forces in eV/Å.

Energy relative to the best compared isomer or geometry (same formula, charge and spin) (kcal/mol): 0.00
Multiplicity: 4
<S²>: 3.755
HOMO-LUMO gap (spin up / spin down) (Eh): 0.3016 / 0.3022
E_LUMO (spin up / spin down) (eV): -0.2 / -0.2
E_tot (eV): -179113.7402
HOMO energy (spin up / spin down) (eV): -8.37 / -8.39

***

[4]
The following is a quantum chemistry calculation of one molecule with the formula C5H8O2 in a non-equilibrium geometry, from the OMol25 dataset.

Structure (XYZ):
```
15
Properties=species:S:1:pos:R:3:forces:R:3:lowdin_charge:R:1
O -2.672568 -1.463866 -0.653416 3.4 5.8 0.7 -0.0284
C -1.975816 -0.362365 -0.603696 -1.9 -5.3 -2.5 -0.1997
C -1.182660 0.249535 0.508151 -1.5 0.3 0.6 -0.1972
C 0.008637 0.958741 -0.039120 2.3 0.9 -0.8 -0.2358
C 1.356386 0.246477 0.361677 0.9 1.2 0.5 -0.1665
C 1.614663 -1.167708 -0.141620 2.9 -0.6 1.7 -0.2151
O 2.568715 -1.806120 0.382438 -3.6 1.5 -2.3 0.0008
H -1.704464 0.184161 -1.609888 -1.1 -0.8 1.4 0.1376
H -0.827504 -0.463209 1.271555 -1.0 0.3 0.0 0.1331
H -1.901182 1.045281 0.870071 0.6 -1.0 0.4 0.1476
H 0.016397 2.040862 0.238470 0.3 -0.9 0.2 0.1212
H -0.037698 1.014356 -1.143645 0.1 -0.2 0.3 0.0976
H 1.463725 0.157284 1.471023 -0.3 0.2 -0.7 0.1231
H 2.304886 0.862517 0.081271 -1.7 -0.9 0.2 0.1503
H 0.968489 -1.495941 -0.993267 0.5 -0.5 0.4 0.1313
```
Positions in Å, forces in eV/Å.

SMILES string: O=CCCCC=O
Energy relative to the best compared isomer or geometry (same formula, charge and spin) (kcal/mol): 51.36
HOMO-LUMO gap (Eh): 0.3909
E_LUMO (eV): 0.4
E_tot (eV): -9407.6050
HOMO energy (eV): -10.25

***

- Which of these has the lowest E_tot?
  C28H72CoN4O28P4S